(1)
{
  "formula": "C29H55IN18O11",
  "method": "wB97M-V/def2-TZVPD",
  "species": ["C", "C", "C", "C", "O", "N", "C", "O", "C", "C", "C", "C", "C", "C", "C", "C", "N", "C", "C", "C", "C", "I", "C", "C", "C", "C", "O", "H", "H", "H", "H", "H", "H", "H", "H", "H", "H", "H", "H", "H", "H", "H", "H", "H", "H", "H", "H", "H", "H", "H", "N", "C", "N", "O", "H", "H", "H", "H", "N", "C", "N", "O", "H", "H", "H", "H", "N", "C", "N", "O", "H", "H", "H", "H", "N", "C", "N", "O", "H", "H", "H", "H", "N", "C", "N", "O", "H", "H", "H", "H", "N", "C", "N", "O", "H", "H", "H", "H", "N", "C", "N", "O", "H", "H", "H", "H", "N", "C", "N", "O", "H", "H", "H", "H"],
  "xyz": [[3.348, -2.866, -4.659], [2.121, -3.895, -5.020], [0.955, -3.261, -5.985], [-0.104, -2.271, -5.184], [0.405, -1.760, -3.901], [-0.025, -2.541, -2.860], [1.255, -2.543, -1.997], [2.067, -3.550, -1.667], [1.304, -0.970, -1.543], [2.530, 0.055, -1.187], [2.076, 1.600, -0.732], [3.329, 2.646, -0.354], [4.073, 3.289, -1.617], [5.344, 4.282, -1.384], [5.648, 4.442, 0.209], [4.702, 3.704, 1.273], [3.533, 2.796, 1.111], [0.472, 2.059, -0.647], [0.050, 3.596, -0.141], [-0.599, 3.434, 1.388], [0.052, 2.200, 2.249], [-0.286, 5.300, 2.566], [-0.744, 0.979, -1.035], [-2.346, 1.316, -0.970], [-0.270, -0.520, -1.493], [-1.087, -1.855, -1.974], [-2.303, -2.329, -1.693], [4.243, -3.052, -5.409], [3.784, -3.052, -3.568], [3.051, -1.721, -4.693], [1.584, -4.371, -4.096], [2.609, -4.803, -5.619], [0.304, -4.185, -6.367], [1.504, -2.727, -6.886], [-0.248, -1.321, -5.892], [-1.171, -2.773, -5.118], [3.639, -0.313, -1.242], [3.713, 3.049, -2.711], [5.993, 4.799, -2.209], [6.556, 5.099, 0.572], [4.978, 3.911, 2.418], [1.012, 4.279, 0.013], [-0.740, 4.105, -0.843], [-1.776, 3.285, 1.364], [-0.025, 2.453, 3.413], [1.194, 2.005, 2.047], [-0.573, 1.197, 2.096], [-2.901, 1.126, -1.989], [-2.816, 0.574, -0.168], [-2.466, 2.400, -0.546], [0.697, -7.326, -3.115], [0.300, -7.540, -4.384], [-0.380, -8.688, -4.559], [0.536, -6.762, -5.294], [0.505, -7.964, -2.363], [1.213, -6.478, -2.926], [-0.703, -8.900, -5.493], [-0.576, -9.332, -3.812], [2.569, -1.776, -10.506], [3.276, -2.147, -9.421], [4.608, -2.013, -9.562], [2.754, -2.568, -8.401], [2.995, -1.429, -11.348], [1.563, -1.857, -10.455], [5.187, -2.277, -8.777], [5.041, -1.667, -10.401], [-1.870, 7.419, 5.962], [-2.983, 8.147, 5.749], [-3.586, 7.895, 4.573], [-3.406, 8.962, 6.552], [-1.518, 6.746, 5.303], [-1.376, 7.567, 6.830], [-4.427, 8.414, 4.361], [-3.241, 7.224, 3.908], [-6.062, -0.590, 2.293], [-5.469, -1.055, 1.177], [-4.199, -1.464, 1.359], [-6.033, -1.101, 0.095], [-5.601, -0.551, 3.186], [-7.017, -0.270, 2.213], [-3.706, -1.822, 0.554], [-3.731, -1.427, 2.249], [-5.499, -5.763, 4.306], [-5.133, -4.519, 3.945], [-4.722, -4.417, 2.667], [-5.171, -3.567, 4.708], [-5.469, -6.550, 3.680], [-5.817, -5.897, 5.255], [-4.435, -3.504, 2.342], [-4.688, -5.199, 2.034], [-9.046, -3.483, 6.330], [-8.340, -3.854, 7.415], [-7.008, -3.720, 7.274], [-8.861, -4.275, 8.435], [-8.621, -3.136, 5.488], [-10.053, -3.563, 6.381], [-6.429, -3.984, 8.059], [-6.575, -3.373, 6.435], [6.313, 1.027, -0.984], [6.906, 0.563, -2.101], [8.175, 0.154, -1.918], [6.342, 0.516, -3.182], [6.774, 1.067, -0.091], [5.358, 1.348, -1.064], [8.669, -0.205, -2.723], [8.643, 0.190, -1.028], [2.915, 8.154, 7.432], [1.642, 8.090, 7.866], [1.504, 8.289, 9.190], [0.697, 7.872, 7.125], [3.696, 8.334, 8.039], [3.077, 8.012, 6.445], [0.569, 8.253, 9.571], [2.280, 8.470, 9.805]],
  "atomic_forces_ev_per_a": [[0.5, 0.1, 0.4], [0.0, -0.6, -0.6], [0.1, -0.7, 0.3], [-0.2, 0.0, -2.7], [-1.0, 0.9, -1.9], [0.0, -2.7, 3.0], [3.4, -2.1, 2.2], [-5.6, 6.5, -2.3], [-0.8, 2.8, 1.0], [-4.8, 1.0, 0.3], [-1.4, -2.2, -0.8], [-0.5, 0.1, -0.7], [1.6, 1.4, 2.8], [-2.8, -2.5, 4.6], [-2.7, -1.9, -2.0], [0.4, 0.3, -0.8], [4.4, 3.4, -5.7], [0.5, -2.7, -1.2], [0.4, -0.9, 1.1], [-0.4, -1.5, -0.3], [-0.2, -0.2, 1.2], [-0.2, -0.7, -0.7], [3.5, -1.5, -0.3], [0.9, -0.5, 1.0], [2.4, 1.7, 1.0], [-3.5, 0.2, 1.2], [7.9, 3.1, -1.8], [-1.9, 0.5, 1.5], [-1.0, 0.2, -2.3], [0.5, -2.4, -0.1], [1.3, 1.1, -1.6], [-1.2, 1.9, 1.3], [1.5, 2.0, 0.7], [-1.6, -1.1, 2.1], [0.3, -1.8, 1.9], [2.3, 1.0, 0.5], [-2.4, 0.9, 0.1], [0.7, 0.4, 2.6], [-1.5, -1.2, 1.7], [-2.2, -1.5, -0.7], [-0.7, -0.5, -2.8], [-2.0, -1.7, -0.7], [1.7, -1.1, 1.3], [2.6, 0.5, 0.0], [0.0, -0.5, -2.6], [-2.4, 0.5, 0.1], [1.4, 2.2, 0.0], [1.3, 0.6, 2.0], [1.0, 1.6, -1.7], [0.1, -2.1, -1.1], [0.6, 0.5, 1.1], [0.2, 0.7, -0.5], [-0.8, -1.2, -0.6], [-0.1, -0.1, 0.0], [0.1, 0.2, -0.1], [-0.2, -0.2, 0.0], [0.1, 0.1, 0.4], [0.0, 0.1, -0.2], [-1.1, 0.3, -0.9], [-0.2, -0.2, 0.6], [1.4, 0.0, 0.3], [0.2, 0.0, -0.2], [-0.1, -0.1, 0.1], [0.4, 0.0, 0.0], [-0.2, 0.1, -0.3], [0.0, -0.1, 0.2], [0.5, -0.4, 0.6], [0.2, 0.1, 0.6], [-1.1, 0.1, -1.3], [-0.2, 0.2, 0.1], [0.0, 0.1, 0.1], [0.2, 0.0, -0.4], [0.3, -0.2, 0.1], [-0.1, 0.1, 0.1], [-0.9, 0.6, 0.8], [-0.8, 0.2, -0.7], [1.5, -0.7, -0.1], [0.1, 0.0, 0.1], [-0.1, -0.1, -0.1], [0.4, -0.1, 0.0], [0.0, 0.1, 0.1], [0.0, 0.1, -0.1], [-0.4, -0.9, 0.8], [0.0, -0.1, -0.3], [0.4, 0.5, -0.8], [-0.1, 0.6, 0.4], [0.0, 0.1, 0.1], [0.1, 0.0, -0.3], [-0.2, -0.3, -0.1], [0.0, 0.2, 0.1], [-1.2, 0.3, -1.0], [0.0, -0.2, 0.8], [1.2, -0.1, 0.3], [-0.2, -0.1, 0.1], [-0.1, -0.1, 0.1], [0.4, 0.0, 0.0], [-0.2, 0.1, -0.3], [0.2, -0.1, -0.1], [-0.8, 0.3, 0.9], [-0.4, 0.0, -0.5], [1.4, -0.5, -0.3], [-0.1, 0.0, -0.1], [-0.1, 0.0, -0.1], [0.4, 0.0, 0.1], [-0.2, 0.1, 0.3], [-0.1, 0.0, -0.2], [1.1, 0.0, -0.9], [-0.4, -0.1, -0.2], [-0.6, 0.1, 1.2], [0.0, -0.1, 0.0], [-0.1, 0.0, -0.1], [0.0, 0.1, 0.4], [0.3, 0.0, -0.1], [-0.2, 0.0, -0.1]],
  "lowdin_charge": [-0.138, -0.247, -0.162, -0.139, -0.179, -0.070, -0.177, 0.001, 0.014, 0.088, -0.035, -0.229, -0.020, -0.009, -0.058, -0.115, 0.059, -0.043, -0.208, -0.727, -0.204, 0.710, -0.058, -0.071, 0.034, -0.158, 0.001, 0.073, 0.068, 0.084, 0.073, 0.118, 0.116, 0.078, 0.134, 0.136, 0.103, 0.121, 0.104, 0.093, 0.111, 0.094, 0.118, 0.077, 0.064, 0.068, 0.091, 0.107, 0.087, 0.063, 0.159, -0.711, 0.145, 0.024, 0.096, 0.101, 0.110, 0.094, 0.151, -0.696, 0.153, 0.018, 0.097, 0.114, 0.113, 0.097, 0.155, -0.722, 0.143, 0.014, 0.049, 0.072, 0.107, 0.075, 0.159, -0.723, 0.140, 0.030, 0.098, 0.113, 0.095, 0.103, 0.159, -0.705, 0.168, 0.002, 0.101, 0.108, 0.068, 0.106, 0.148, -0.728, 0.156, 0.014, 0.095, 0.109, 0.112, 0.056, 0.161, -0.719, 0.147, 0.018, 0.101, 0.043, 0.111, 0.096, 0.151, -0.698, 0.155, 0.022, 0.098, 0.112, 0.116, 0.099],
  "homo_lumo_gap_ev": 7.77,
  "lumo_ev": -1.17,
  "smiles": "CCCCON1C(=O)c2cc(-c3ccccn3)c(C[C@@H](C)I)c(C)c2C1=O.NC(N)=O.NC(N)=O.NC(N)=O.NC(N)=O.NC(N)=O.NC(N)=O.NC(N)=O.NC(N)=O",
  "e_homo_ev": -8.937,
  "energy_ev": -88397.0652
}

---

(2)
{
  "formula": "C28H39Br2CrN2O4PS",
  "method": "wB97M-V/def2-TZVPD",
  "species": ["Cr", "N", "C", "C", "C", "O", "O", "H", "H", "H", "H", "H", "H", "Br", "C", "C", "C", "Br", "C", "C", "C", "C", "N", "C", "C", "O", "H", "H", "H", "H", "C", "S", "C", "O", "H", "H", "H", "H", "H", "H", "C", "C", "C", "C", "P", "C", "C", "C", "C", "C", "C", "C", "C", "C", "C", "H", "H", "H", "H", "H", "H", "H", "H", "H", "H", "H", "H", "H", "H", "H", "H", "H", "H", "H", "H", "H", "H", "H"],
  "xyz": [[0.176, 0.900, 0.445], [-0.059, 0.634, 2.517], [0.655, 1.599, 3.394], [2.148, 1.662, 3.093], [2.443, 2.068, 1.654], [2.988, 3.121, 1.397], [2.057, 1.204, 0.743], [-1.060, 0.684, 2.697], [0.208, -0.316, 2.771], [0.503, 1.324, 4.439], [0.200, 2.577, 3.247], [2.605, 0.690, 3.289], [2.608, 2.390, 3.758], [-4.769, 1.334, -0.169], [-3.374, 1.666, -1.388], [-3.673, 2.195, -2.661], [-2.688, 2.432, -3.576], [-3.140, 3.140, -5.267], [-1.333, 2.152, -3.260], [-0.222, 2.360, -4.107], [1.041, 2.067, -3.667], [1.220, 1.555, -2.373], [0.201, 1.327, -1.575], [-1.066, 1.625, -1.985], [-2.084, 1.366, -1.019], [-1.729, 0.832, 0.129], [-4.703, 2.409, -2.907], [-0.382, 2.757, -5.101], [1.903, 2.228, -4.297], [2.203, 1.340, -1.974], [-1.489, 5.099, 0.795], [0.077, 4.319, 1.149], [1.090, 5.159, -0.052], [-0.112, 2.923, 0.586], [-1.722, 4.960, -0.260], [-1.419, 6.156, 1.049], [-2.241, 4.616, 1.416], [1.155, 6.210, 0.230], [0.637, 5.042, -1.036], [2.071, 4.690, 0.001], [0.301, -2.253, -2.675], [-0.506, -2.460, -1.390], [-1.882, -1.820, -1.604], [-0.735, -3.957, -1.146], [0.354, -1.657, 0.090], [-0.570, -2.398, 1.491], [-1.808, -1.827, 1.810], [-2.607, -2.369, 2.807], [-2.182, -3.485, 3.512], [-0.957, -4.060, 3.208], [-0.163, -3.526, 2.204], [2.149, -2.221, 0.171], [2.437, -3.691, -0.158], [2.961, -1.362, -0.815], [2.667, -1.902, 1.581], [-0.306, -2.595, -3.517], [1.227, -2.824, -2.691], [0.534, -1.200, -2.846], [-2.410, -2.413, -2.355], [-1.801, -0.808, -1.989], [-2.496, -1.809, -0.705], [-1.173, -4.381, -2.052], [-1.440, -4.122, -0.331], [0.175, -4.509, -0.931], [-2.157, -0.955, 1.271], [-3.565, -1.917, 3.027], [-2.803, -3.907, 4.291], [-0.618, -4.934, 3.748], [0.775, -4.011, 1.984], [2.238, -3.925, -1.202], [1.895, -4.404, 0.458], [3.503, -3.861, 0.010], [2.644, -1.495, -1.848], [4.005, -1.678, -0.753], [2.919, -0.309, -0.552], [2.224, -2.527, 2.354], [2.499, -0.854, 1.820], [3.747, -2.070, 1.597]],
  "atomic_forces_ev_per_a": [[0.1, 0.0, 0.0], [0.0, 0.0, 0.0], [0.0, 0.0, 0.0], [0.0, 0.0, 0.0], [0.0, 0.0, 0.0], [0.0, 0.0, 0.0], [0.0, 0.0, 0.0], [0.0, 0.0, 0.0], [0.0, 0.0, 0.0], [0.0, 0.0, 0.0], [0.0, 0.0, 0.0], [0.0, 0.0, 0.0], [0.0, 0.0, 0.0], [0.0, 0.0, 0.0], [0.0, 0.0, 0.0], [0.0, 0.0, 0.0], [0.0, 0.0, 0.0], [0.0, 0.0, 0.0], [0.0, 0.0, 0.0], [0.0, 0.0, 0.0], [0.0, 0.0, 0.0], [0.0, 0.0, 0.0], [0.0, 0.0, 0.0], [0.0, 0.0, 0.0], [0.0, 0.0, 0.0], [0.0, 0.0, 0.0], [0.0, 0.0, 0.0], [0.0, 0.0, 0.0], [0.0, 0.0, 0.0], [0.0, 0.0, 0.0], [0.0, 0.0, 0.0], [0.1, 0.0, 0.0], [0.0, 0.0, 0.0], [-0.2, 0.0, 0.1], [0.0, 0.0, 0.0], [0.0, 0.0, 0.0], [0.0, 0.0, 0.0], [0.0, 0.0, 0.0], [0.0, 0.0, 0.0], [0.0, 0.0, 0.0], [0.0, 0.0, 0.0], [0.0, 0.0, 0.0], [0.0, 0.0, 0.0], [0.0, 0.0, 0.0], [0.0, 0.0, 0.0], [0.0, 0.0, 0.0], [0.0, 0.0, 0.0], [0.0, 0.0, 0.0], [0.0, 0.0, 0.0], [0.0, 0.0, 0.0], [0.0, 0.0, 0.0], [0.0, 0.0, 0.0], [0.0, 0.0, 0.0], [0.0, 0.0, 0.0], [0.0, 0.0, 0.0], [0.0, 0.0, 0.0], [0.0, 0.0, 0.0], [0.0, 0.0, 0.0], [0.0, 0.0, 0.0], [0.0, 0.0, 0.0], [0.0, 0.0, 0.0], [0.0, 0.0, 0.0], [0.0, 0.0, 0.0], [0.0, 0.0, 0.0], [0.0, 0.0, 0.0], [0.0, 0.0, 0.0], [0.0, 0.0, 0.0], [0.0, 0.0, 0.0], [0.0, 0.0, 0.0], [0.0, 0.0, 0.0], [0.0, 0.0, 0.0], [0.0, 0.0, 0.0], [0.0, 0.0, 0.0], [0.0, 0.0, 0.0], [0.0, 0.0, 0.0], [0.0, 0.0, 0.0], [0.0, 0.0, 0.0], [0.0, 0.0, 0.0]],
  "lowdin_charge": [0.765, -0.008, -0.187, -0.076, -0.608, 0.069, -0.201, 0.114, 0.094, 0.129, 0.093, 0.118, 0.131, 0.813, -0.601, -0.148, -0.626, 0.811, -0.176, 0.003, -0.012, -0.080, 0.027, -0.160, -0.434, -0.246, 0.103, 0.091, 0.118, 0.122, -0.216, 0.956, -0.209, -0.567, 0.068, 0.070, 0.066, 0.074, 0.070, 0.047, -0.076, -0.640, -0.067, -0.068, 1.187, -0.353, -0.123, -0.056, -0.063, -0.057, -0.087, -0.648, -0.076, -0.085, -0.078, 0.098, 0.068, 0.069, 0.102, 0.067, 0.079, 0.097, 0.087, 0.063, 0.075, 0.113, 0.112, 0.113, 0.083, 0.072, 0.065, 0.097, 0.065, 0.100, 0.049, 0.073, 0.044, 0.103],
  "de_lowest_kcal_mol": 0.00,
  "homo_lumo_gap_ev": [7.58, 7.42],
  "spin_multiplicity": 4,
  "s2": 3.78,
  "lumo_ev": [-2.86, -3.12],
  "e_homo_ev": [-10.435, -10.538],
  "energy_ev": -229468.7367,
  "charge": 1
}

---

| no. | M (u) |
| --- | --- |
| 1 | 958.8 |
| 2 | 742.5 |